Record 1
Here is C25H37AsN4OPdSi2 as an isolated structure from the Open Molecules 2025 dataset. Energies are from the ωB97M-V functional and the def2-TZVPD basis.

Structure (ORCA input):
```
! wB97M-V def2-TZVPD RIJCOSX def2/J DEFGRID3
* xyz -2 1
N 3.72960 -0.47336 -1.10040
H 1.56979 0.86392 -5.61671
H 5.09653 0.01363 -3.27262
H -0.27920 5.08717 0.05815
N 0.69215 -0.90865 1.37560
H 3.62995 -1.94706 4.83204
O 1.15590 -3.35371 -1.83976
H 0.06254 -0.10974 3.88549
H -4.17285 2.39496 -2.11779
H 4.10434 0.63170 -5.44262
H 1.27426 1.74063 1.74508
C -0.01590 -3.13126 -2.60439
H -2.05279 -3.85714 -2.72578
H 5.57931 -1.51394 3.35039
C 1.93022 -1.08616 2.00459
Pd 0.89915 -0.24018 -0.56362
H 1.61351 3.02243 -2.19696
C 3.48395 -1.65009 3.79892
H -2.74692 2.47123 1.86906
C 1.31045 0.40308 -3.55692
H 0.23894 -3.25362 -3.66501
H -3.48386 -2.65168 1.59687
H -4.26955 1.57182 1.94872
H 5.18520 -0.89693 0.95830
C 3.20578 -0.10063 -2.22582
H 2.48857 2.37236 -0.81885
C 2.17852 -1.48736 3.31168
C -3.22093 1.51696 1.63799
Si -3.16142 1.15722 -0.20568
C -4.12659 2.55963 -1.04041
H -3.66901 3.53522 -0.87691
H -0.36590 -2.09951 -2.47555
C 2.05493 0.60379 -4.68657
H -4.15772 -0.64025 -1.60235
H 1.96534 4.07250 -0.80772
H -1.29131 -4.05799 -1.13981
H -3.80617 -1.95662 3.96353
H 1.23382 -2.59644 -1.22961
C 4.02799 0.13167 -3.39344
C 4.56647 -1.41356 2.97097
C 1.68969 3.05719 -1.10935
H -1.25276 4.51478 -1.31065
H 0.65895 3.39161 2.00412
C -0.47805 -1.11926 2.06566
H -2.72470 0.74267 2.22262
H -5.14917 2.58645 -0.64940
H -1.79365 4.22968 0.34493
C -2.88885 -1.71703 3.43905
C -1.87542 -0.99732 4.05934
C 3.06383 -0.92871 1.13889
As -1.14939 0.93137 -1.33406
H 0.23209 0.51882 -3.57620
C -2.70351 -2.10300 2.11431
C 4.36076 -1.05331 1.64060
H -0.84868 -5.13182 -2.46889
C 3.46991 0.46794 -4.57589
H -2.00353 -0.64512 5.07817
N 1.81775 0.08140 -2.35380
H -3.89015 -1.22699 0.04013
C -4.22066 -0.37124 -0.54604
H -1.39865 -2.09530 0.40339
H -0.42197 1.98899 2.11847
H 1.35296 -1.68967 3.98184
H -5.26884 -0.16873 -0.30399
C -1.11878 -4.10424 -2.21588
C -1.53642 -1.80158 1.43907
C -0.91489 4.27217 -0.30194
Si 0.06432 2.62813 -0.25851
C 0.42679 2.40879 1.57955
N 2.74440 -0.69524 -0.15743
C -0.70047 -0.69547 3.38981
*
```

Values from the calculation:
E_HOMO ... 0.05 eV
Frontier orbital gap ... 4.91 eV
LUMO ... 0.1823 hartree
Relative energy (zero: lowest compared OMol25 entry of this formula, charge and spin) ... 0.000 eV
DFT total energy ... -114610.1613 eV

Population analysis type Mulliken, resulting atomic charges in e: -1.486, 0.417, 0.437, 0.399, 0.506, 0.337, -0.578, 0.506, 0.297, 0.321, 0.225, 0.242, 0.315, 0.322, 0.720, 0.189, 0.248, -0.909, 0.324, -0.521, 0.385, 0.449, 0.380, 0.406, -0.013, 0.213, -1.028, -0.689, 0.487, -1.270, 0.281, -0.095, -0.968, 0.297, 0.403, 0.225, 0.332, 0.425, -0.779, -0.477, -1.169, 0.293, 0.503, -0.562, -0.013, 0.321, 0.299, -0.743, -1.079, -0.155, -0.203, 0.425, -0.355, -0.968, 0.349, -0.167, 0.279, 0.533, 0.003, -0.824, 0.327, -0.016, 0.545, 0.316, -1.171, 0.154, -1.338, 0.741, -0.914, 1.320, -0.008

***

Record 2
Here is C46H45AlN3SbTe as an isolated structure in a non-equilibrium geometry from the Open Molecules 2025 dataset. Energies are from the ωB97M-V functional and the def2-TZVPD basis.

Structure (ORCA input):
```
! wB97M-V def2-TZVPD RIJCOSX def2/J DEFGRID3
* xyz 2 1
C 10.60624 9.63170 8.34179
H 4.95879 16.11246 11.96770
C 11.04955 9.08984 7.14386
N 11.91221 12.31643 11.83465
C 5.68601 6.74912 11.56965
H 7.32023 10.57168 12.94647
H 12.69110 17.48428 12.96840
C 11.56116 14.79127 16.16320
H 5.76883 10.22797 18.37854
C 11.15076 13.49179 15.84275
H 6.45991 12.26561 10.02520
C 11.19824 7.70286 7.01426
H 7.62158 8.48750 9.37380
C 12.63312 7.10025 14.57165
H 10.20977 6.77871 10.14614
C 12.14916 13.73492 12.19061
C 7.68790 10.24493 17.38515
H 13.83338 11.47627 12.32789
H 5.85506 11.33804 12.29469
C 6.84820 11.52926 12.72825
H 10.04232 9.30013 14.38888
H 5.10208 12.45011 17.49765
N 7.70191 12.32055 11.79034
N 9.84517 14.02135 11.58575
C 10.85194 8.63515 14.05164
C 7.26075 8.07858 10.32497
H 11.03267 5.80272 8.01972
C 10.92513 6.88441 8.10193
C 6.08001 12.02919 17.22276
H 14.27983 14.07929 18.04805
C 6.95365 12.74146 16.41952
C 11.05059 14.63952 12.02528
C 8.31078 15.98946 11.30720
H 13.25874 6.57515 15.30897
H 11.51042 7.28098 6.05407
C 12.66857 14.99349 16.97968
C 8.18310 12.17798 16.06413
C 7.97138 8.37063 11.48987
C 11.21636 15.98130 12.42192
C 12.13471 12.13196 10.34491
Sb 9.76853 9.57557 11.36756
C 6.38263 7.05502 12.73764
H 12.96938 16.02062 17.24704
H 10.99978 15.64405 15.77699
Te 9.37299 13.31042 14.66180
H 6.68180 13.75376 16.07287
C 13.41042 14.18708 12.57464
H 8.23679 12.36363 9.72005
C 13.57669 15.54706 12.85005
C 12.50168 16.41738 12.75159
H 5.30397 13.64792 12.22603
H 6.72235 12.07633 13.66341
H 12.28817 7.41763 11.18630
C 7.02524 16.48970 11.48366
C 12.99436 12.61233 17.09221
H 9.10680 16.61723 10.86398
H 7.96984 9.25571 17.75064
H 6.05303 6.65905 13.70401
H 11.59070 11.37149 15.97620
C 12.07663 7.56140 12.26074
Al 9.77749 12.14359 12.28263
H 6.85193 17.57568 11.36969
H 13.55948 11.74097 17.47243
H 10.34623 16.64755 12.53740
C 6.16699 14.30837 12.03840
C 6.45220 10.78383 17.71207
H 8.05216 8.09857 13.63646
H 12.66620 11.54444 13.69233
H 9.54749 10.51714 16.29361
C 7.45523 11.90948 10.35071
C 10.46237 7.42949 9.30369
C 13.38967 13.89821 17.43968
C 10.36034 8.80630 9.43610
C 7.52256 7.86778 12.70736
C 11.04080 8.39909 12.68578
C 6.13620 7.26624 10.35794
C 7.45952 13.78119 11.89601
H 11.97912 11.08328 10.08673
H 14.57069 15.91753 13.14377
C 8.57225 14.65118 11.62653
H 13.16602 12.42500 10.05214
H 11.48279 8.17023 16.06487
H 12.47958 10.33553 12.38124
H 10.43495 10.70668 8.41709
C 8.56357 10.93474 16.54873
C 11.64897 7.99119 14.99363
H 11.42391 12.76824 9.81537
H 5.60862 7.07253 9.42384
C 12.76890 11.37062 12.60470
H 13.59200 6.16206 12.87520
H 11.24725 9.76894 6.31060
C 12.82836 6.87395 13.20856
H 14.26921 13.49813 12.62516
C 11.89966 12.39356 16.26072
C 5.95934 15.67459 11.84051
H 4.76603 6.14925 11.60836
H 7.49033 10.81898 10.24724
*
```

Values from the calculation:
E_HOMO ... -12.37 eV
Frontier orbital gap ... 6.60 eV
LUMO ... -0.2120 hartree
Relative energy (zero: lowest compared OMol25 entry of this formula, charge and spin) ... 0.000 eV
DFT total energy ... -73317.5054 eV

Population analysis type Mulliken, resulting atomic charges in e: -0.281, 0.452, -0.684, 0.926, -0.700, -0.131, 0.381, -0.389, 0.388, 0.765, 0.464, -0.621, 0.410, -0.704, 0.677, 0.555, -0.689, 0.584, 0.466, -0.984, -0.098, 0.419, 1.302, 0.871, 0.006, -0.614, 0.435, -0.855, -0.627, 0.411, -0.292, 0.352, -0.613, 0.396, 0.413, -0.701, 0.496, 1.363, -1.410, -1.122, -0.540, -0.697, 0.414, 0.381, 0.002, 0.415, -0.468, 0.186, -1.003, -0.916, 0.384, 0.464, 0.482, -0.662, -0.737, 0.747, 0.435, 0.438, 0.024, -0.187, 1.401, 0.395, 0.409, 0.557, -0.620, -0.544, 0.312, 0.146, 0.021, -0.934, -0.735, -0.562, 0.670, -0.484, 0.421, -0.779, 0.112, 0.427, 0.439, 0.148, 0.381, 0.474, 0.010, 0.393, 0.032, -0.699, 0.301, 0.441, -0.663, 0.423, 0.426, -0.819, 0.352, 0.065, -0.823, 0.392, 0.334

***

Record 3
Here is an isolated ion of composition C5H10BBrN2O3P and charge +1 from the Open Molecules 2025 dataset. Energies are from the ωB97M-V functional and the def2-TZVPD basis.

Structure (ORCA input):
```
! wB97M-V def2-TZVPD RIJCOSX def2/J DEFGRID3
* xyz 1 1
Br 0.24490 4.46934 1.17658
H -0.93117 -1.42612 -3.67185
H 3.34145 3.26057 2.47841
H 1.23317 -0.91257 -2.76052
C -0.68081 0.06388 0.51627
N -0.23240 -0.58703 1.59551
H -2.83270 -1.27007 0.72911
C 0.69926 -1.76712 -2.36290
O -1.34298 -0.45307 -1.92973
C -0.78347 -1.60419 -2.61415
B -1.57487 -0.64610 -0.61808
N -0.24969 1.31554 0.60873
H -1.32960 -2.51297 -2.37476
C 0.47944 0.27468 2.40083
H 1.01571 -2.67925 -2.85721
O 2.73863 2.82349 1.86340
P 1.25398 2.96939 2.48827
H -0.40839 2.05471 -0.06268
H 0.94510 -1.88799 -1.30792
H 0.93704 0.03447 3.33930
H -0.39758 -1.56553 1.77156
O -2.58742 -1.43678 -0.18653
C 0.46242 1.48272 1.77836
*
```

Values from the calculation:
E_HOMO ... -13.08 eV
Frontier orbital gap ... 9.48 eV
LUMO ... -0.1324 hartree
Relative energy (zero: lowest compared OMol25 entry of this formula, charge and spin) ... 0.000 eV
SMILES ... CCOB(O)c1[nH]c(P(O)Br)c[nH+]1
DFT total energy ... -94475.1588 eV

Population analysis type Mulliken, resulting atomic charges in e: -0.213, 0.300, 0.365, 0.292, -0.291, 0.110, 0.313, -1.015, -0.555, -0.262, 0.724, 0.132, 0.320, -0.444, 0.374, -0.425, 0.110, 0.270, 0.269, 0.436, 0.231, -0.441, 0.401

***

Record 4
Here is C45H40Cl5N7O2RuS as an isolated structure from the Open Molecules 2025 dataset. Energies are from the ωB97M-V functional and the def2-TZVPD basis.

Structure (ORCA input):
```
! wB97M-V def2-TZVPD RIJCOSX def2/J DEFGRID3
* xyz -1 6
H -2.17639 3.98269 1.70305
C -3.03673 2.75242 -1.08919
H -0.28035 2.69903 3.72249
H -2.18833 4.67593 -0.66362
H -4.69794 -1.29552 -2.38569
C -1.31489 -0.46107 2.28381
C 3.35222 -0.97880 1.84921
C 3.19824 -3.72581 -0.78038
N 0.96388 0.12746 -2.41843
H -1.07984 -1.42210 -3.77553
H 1.17611 4.59934 3.31337
N 0.23617 -3.03552 0.87883
H 4.23256 -4.71164 1.46811
Cl -4.40559 -0.73162 4.78083
C -0.72383 3.57592 3.24771
H 3.01539 3.49942 1.58239
C 0.57733 -3.36221 2.11860
C 2.99072 -0.86170 -1.49062
Cl -3.46274 -2.67477 -0.14951
S -0.78882 -4.79087 -2.54978
C 0.29463 0.81363 -3.34290
H 0.84250 -2.54241 2.76884
H 4.16617 -1.14632 3.81579
H -0.34377 -6.12586 -0.31393
C 3.93629 -1.67698 2.90029
C -5.32261 2.20913 -0.50336
H 4.67905 -3.55739 3.61100
Cl -1.48656 0.39929 4.86656
H -6.01333 0.28696 -1.15685
C -3.37812 -0.88071 3.40348
C 2.27427 4.11700 1.05246
C 3.97484 -3.66753 1.58578
H -0.03937 5.39804 2.31063
H -2.93005 -1.18729 -2.32790
C -1.72678 -1.00640 1.07684
Cl -5.35488 -2.31098 2.25986
H -1.43321 1.78208 0.53782
H -2.46923 2.46951 2.56923
H -3.81516 -0.30410 -3.55467
C -0.07567 -5.35829 0.39683
C -0.52586 -2.30675 -1.80869
H 2.39270 0.87048 1.31985
C -2.09002 -0.35491 3.43069
H -1.37473 -3.82439 -4.70726
H 3.87774 -0.33653 -3.95788
C -1.68476 3.11320 2.16611
N 0.92886 3.75203 1.44735
C 2.05441 2.50057 -0.81077
C -2.85226 1.42880 -1.52680
C 0.27452 -5.68614 1.68769
C -4.26695 3.10705 -0.54588
C 4.23249 -3.02157 2.78463
H 4.02994 -3.48926 -1.44553
N -1.57334 0.91733 -1.84804
H -1.97482 4.10098 -2.32866
N 0.84129 2.03586 -0.17090
H 2.88932 1.83355 -0.57034
H 2.43812 5.16122 1.34495
H 0.25788 1.65041 -5.28644
H 1.91324 2.43105 -1.89726
C 2.41021 3.93779 -0.44854
H -4.39933 4.11635 -0.17463
C 2.85673 -0.00756 -3.84874
C 0.32100 2.71651 0.78655
C -0.07833 -4.01319 0.01376
H 3.16141 -4.80264 -0.62342
H 2.94382 0.79239 2.99930
N 2.29872 -0.99440 -0.35900
H 2.29087 -3.41307 -1.29315
C -0.90749 -2.31772 -3.18763
H 4.10479 1.01185 1.68810
C -0.41792 -3.59466 -1.34678
O 4.17514 -1.14777 -1.68780
H -0.98181 3.42719 -1.06294
H 2.60631 0.85363 -5.80020
C 2.14881 0.65994 -4.84069
C -2.95942 -1.63214 1.14747
C 3.17659 0.50716 1.97238
H 1.72168 4.62731 -0.94523
C 0.85550 1.09603 -4.58089
C 3.01614 -1.65755 0.67081
C -1.09774 1.29863 -3.02390
O -1.65662 1.98569 -3.89027
H 3.42262 4.17433 -0.77723
C -5.17438 0.96584 -1.09524
C 0.61355 -4.66591 2.57749
H 0.91204 -4.87136 3.59436
Cl 0.36722 0.01201 2.37387
C -3.79670 -1.56169 2.26212
H -1.24165 4.15777 4.01019
C 2.22649 -0.24465 -2.63801
N -0.92644 2.35721 1.20563
C -3.84607 -0.63196 -2.51372
C 3.38443 -3.00492 0.52093
H 0.28897 -6.72183 2.00041
C -1.08485 -3.56339 -3.70839
C 0.36354 4.41759 2.60245
C -3.95991 0.58291 -1.64322
C -1.98193 3.80151 -1.28126
H -6.26527 2.49355 -0.05655
Ru -0.04472 -0.60173 -0.47663
*
```

Values from the calculation:
E_HOMO (spin up / spin down) ... -4.31 / -5.42 eV
Frontier orbital gap (spin up / spin down) ... 6.59 / 6.99 eV
LUMO (spin up / spin down) ... 0.0836 / 0.0576 hartree
Relative energy (zero: lowest compared OMol25 entry of this formula, charge and spin) ... 0.098 eV
DFT total energy ... -137871.3682 eV

Atomic partial charges in e from the Mulliken method, atoms 1 to 99: 0.216, 0.915, 0.167, 0.427, 0.470, 1.045, 1.377, -1.795, 1.995, 0.203, 0.530, 1.356, 0.401, -0.227, -0.625, 0.186, -0.538, -0.581, -0.172, -0.470, -0.704, 0.425, 0.433, 0.487, -0.938, -1.122, 0.381, -0.182, 0.443, 0.208, -0.762, -0.663, 0.283, -0.210, -1.095, -0.234, -0.984, 0.376, 0.343, -1.281, 0.067, -0.568, 0.061, 0.507, 0.614, -0.531, 0.527, -0.798, -1.508, -0.739, -0.574, -0.995, 0.426, 1.874, 0.527, 1.096, 0.256, 0.558, 0.609, 0.075, -1.039, 0.414, -0.584, -1.380, 0.337, 0.482, 0.491, 1.904, 0.167, -0.514, 0.453, 1.429, -0.788, -0.038, 0.426, -1.041, 0.430, -1.277, 0.285, -0.606, -1.324, 0.106, -0.845, 0.466, -0.899, -1.134, 0.487, -0.211, 0.266, 0.399, -0.707, 1.761, -1.440, 1.538, 0.399, -0.536, -0.978, 1.313, -1.247